No. 1
C25H27N3O4S | ωB97M-V/def2-TZVPD

The energy above the lowest of the compared OMol25 structures with the same formula, charge and spin is 0.583 eV. The HOMO energy comes out at -8.600 eV. Its SMILES is Cn1cc(C(=O)N2CCc3ccccc3C2)c(=O)c2cc(S(=O)(=O)N3CCCCC3)ccc21.

Structure (XYZ):
```
60
Properties=species:S:1:pos:R:3:nbo_charge:R:1
C 1.0647 3.1513 -3.4857 -0.40
N 1.0178 2.2553 -2.3536 -0.36
C 2.0051 2.2892 -1.4314 0.14
C 2.0700 1.4961 -0.3323 -0.30
C 3.2999 1.6292 0.5146 0.67
O 4.3961 1.7211 -0.0214 -0.64
N 3.1494 1.6649 1.8497 -0.41
C 4.3557 1.6839 2.6568 -0.20
C 4.0836 1.1094 4.0433 -0.45
C 3.0406 1.9646 4.6923 0.07
C 3.1330 2.4512 5.9854 -0.23
C 2.1388 3.2710 6.4922 -0.21
C 1.0567 3.6175 5.7014 -0.22
C 0.9645 3.1421 4.4042 -0.19
C 1.9527 2.3142 3.8957 -0.06
C 1.8621 1.7220 2.5213 -0.25
C 1.0903 0.4422 -0.1310 0.50
O 1.1545 -0.4141 0.7400 -0.60
C -0.0110 0.4732 -1.1125 -0.11
C -1.0708 -0.4228 -0.9504 -0.14
C -2.1046 -0.4460 -1.8513 -0.35
S -3.4511 -1.6143 -1.6931 2.32
O -3.4554 -2.1369 -0.3557 -0.94
O -4.6493 -0.9959 -2.1824 -0.94
N -2.9627 -2.7373 -2.8384 -0.68
C -4.0312 -3.4116 -3.5485 -0.23
C -4.6318 -4.5480 -2.7231 -0.42
C -3.5328 -5.5286 -2.3197 -0.40
C -2.4447 -4.7859 -1.5478 -0.43
C -1.9105 -3.6260 -2.3881 -0.23
C -2.1163 0.4219 -2.9352 -0.15
C -1.0919 1.3230 -3.1101 -0.25
C -0.0202 1.3653 -2.2026 0.18
H 0.2111 3.8323 -3.4765 0.21
H 1.9788 3.7388 -3.4394 0.22
H 1.0624 2.5877 -4.4204 0.21
H 2.7948 3.0083 -1.6011 0.23
H 4.7186 2.7161 2.7527 0.19
H 5.1166 1.1093 2.1222 0.23
H 3.7184 0.0838 3.9418 0.22
H 5.0035 1.0932 4.6279 0.22
H 3.9823 2.1843 6.5979 0.21
H 2.2108 3.6437 7.5032 0.21
H 0.2835 4.2608 6.0943 0.21
H 0.1194 3.4113 3.7868 0.21
H 1.1642 2.2991 1.9061 0.21
H 1.4578 0.7021 2.6085 0.24
H -1.0652 -1.0851 -0.0978 0.27
H -4.7825 -2.6536 -3.7712 0.24
H -3.6159 -3.7955 -4.4868 0.20
H -5.0877 -4.1207 -1.8276 0.21
H -5.4068 -5.0531 -3.3020 0.21
H -3.9487 -6.3280 -1.7041 0.21
H -3.1024 -5.9818 -3.2175 0.19
H -2.8619 -4.3795 -0.6258 0.23
H -1.6238 -5.4585 -1.2943 0.21
H -1.2036 -3.0263 -1.8124 0.22
H -1.4000 -4.0065 -3.2803 0.20
H -2.9504 0.3797 -3.6166 0.24
H -1.1248 1.9968 -3.9500 0.22
```

***

No. 2
C25H27N7O7P2Ru | ωB97M-V/def2-TZVPD

The total charge is +1. The HOMO energy (alpha / beta) comes out at -9.361 / -11.175 eV. As for the spin multiplicity: 6. The expectation value of S² is 8.799.

Structure (XYZ):
```
69
Properties=species:S:1:pos:R:3:nbo_charge:R:1
Ru 0.4433 -0.3722 -0.4500 1.40
C -0.7997 -2.7543 4.5084 -0.21
C -0.4634 -3.7022 3.5519 -0.20
C 0.2336 -3.3246 2.4127 -0.26
C 0.5900 -1.9911 2.2387 0.17
C 0.2632 -1.0374 3.1955 -0.25
C -0.4318 -1.4275 4.3307 -0.18
N 1.2289 -1.5979 1.0318 -0.48
C 2.5546 -1.7421 0.8988 0.18
C 3.4406 -2.1952 1.9069 -0.21
C 4.7741 -2.3085 1.6197 -0.21
C 5.2624 -2.0028 0.3345 -0.09
C 4.4232 -1.5730 -0.6841 -0.29
C 3.0779 -1.4336 -0.4096 0.32
N 2.0821 -1.0958 -1.2927 -0.36
N 2.3137 -1.1280 -2.5979 -0.19
C 1.1499 -1.2197 -3.3008 0.29
C 1.1985 -1.2150 -4.7031 -0.21
C 0.0189 -1.3124 -5.4054 -0.15
C -1.1837 -1.4233 -4.7090 -0.25
C -1.1483 -1.4297 -3.3254 0.07
N -0.0214 -1.3361 -2.6294 -0.49
H -1.3471 -3.0498 5.3931 0.23
H -0.7451 -4.7375 3.6892 0.23
H 0.4936 -4.0505 1.6524 0.23
H 0.5243 -0.0011 3.0319 0.24
H -0.6932 -0.6889 5.0768 0.23
H 3.0488 -2.4288 2.8872 0.24
H 5.4681 -2.6367 2.3808 0.23
H 6.3206 -2.1120 0.1387 0.23
H 4.7945 -1.3583 -1.6749 0.25
H 2.1598 -1.1379 -5.1899 0.24
H 0.0267 -1.3111 -6.4869 0.23
H -2.1285 -1.5112 -5.2249 0.23
H -2.0607 -1.5248 -2.7481 0.20
N -0.3182 4.2396 0.2245 -0.71
C 0.9243 3.4943 -0.2399 -0.64
C 2.0865 4.4631 -0.3849 -0.64
P 0.3507 2.7359 -1.8473 2.41
O 1.5654 3.1297 -2.8010 -0.99
O -0.9261 3.4363 -2.1543 -1.14
O 0.2898 1.2229 -1.7689 -1.13
P 1.1854 2.1532 0.9924 2.38
O 1.5237 2.9576 2.3409 -1.00
O -0.1897 1.5613 1.1274 -1.16
O 2.2982 1.2665 0.5552 -1.12
H -0.9120 4.3410 -0.6336 0.48
H -0.0912 5.1384 0.6450 0.43
H -0.8300 3.6523 0.8939 0.46
H 1.8926 5.2175 -1.1481 0.23
H 2.9764 3.9124 -0.6818 0.27
H 2.2877 4.9563 0.5689 0.22
H 1.5567 2.6875 -3.6587 0.52
H 2.4633 2.9362 2.5619 0.52
N -6.6547 0.8198 0.2424 -0.80
C -5.8162 0.1705 1.0854 0.64
O -6.1457 -0.2232 2.1822 -0.57
C -4.3888 -0.0016 0.6171 -0.07
C -3.6090 -0.9291 1.2895 -0.15
C -2.2919 -1.1008 0.9133 0.05
N -1.7322 -0.3999 -0.0802 -0.48
C -2.4804 0.5008 -0.7291 0.06
C -3.8072 0.7235 -0.4138 -0.24
H -7.6193 0.8930 0.5217 0.42
H -6.4281 0.9787 -0.7218 0.40
H -4.0327 -1.4963 2.1055 0.25
H -1.6636 -1.8187 1.4193 0.23
H -1.9897 1.0657 -1.5099 0.25
H -4.3430 1.4868 -0.9611 0.23
```

***

No. 3
C25H28As2ClMoN3O6 | ωB97M-V/def2-TZVPD

The energy above the lowest of the compared OMol25 structures with the same formula, charge and spin is 0.525 eV. The HOMO energy (alpha / beta) comes out at -7.423 / -8.200 eV. As for the spin multiplicity: 3. The expectation value of S² is 2.018.

Structure (XYZ):
```
66
Properties=species:S:1:pos:R:3:nbo_charge:R:1
Mo -1.2017 -0.4851 -0.5067 0.96
C -0.4630 2.8275 -3.9571 -0.25
O 0.1688 3.4263 -2.8198 -0.53
C 1.2115 2.7024 -2.3041 0.22
C 2.4802 3.2340 -2.3357 -0.21
C 3.5749 2.5324 -1.8203 -0.25
C 3.3821 1.2709 -1.3142 -0.17
C 2.0940 0.7162 -1.2523 -0.16
C 1.9365 -0.6574 -0.8717 0.13
N 0.8173 -1.2587 -0.6718 -0.28
N 0.9319 -2.6304 -0.4367 -0.44
C -0.2291 -3.1718 -0.6780 0.56
O -1.2471 -2.4711 -1.0512 -0.65
C -0.4104 -4.6325 -0.5332 -0.07
C 0.6897 -5.4760 -0.3978 -0.18
C 0.4998 -6.8403 -0.2561 -0.22
C -0.7872 -7.3646 -0.2470 -0.19
C -1.8826 -6.5233 -0.3790 -0.22
C -1.6983 -5.1566 -0.5243 -0.17
C 0.9756 1.4456 -1.6947 0.34
O -0.2486 0.9923 -1.5960 -0.71
H -1.2971 3.4746 -4.2154 0.20
H -0.8187 1.8223 -3.7342 0.20
H 0.2388 2.7898 -4.7945 0.18
H 2.6034 4.2122 -2.7835 0.23
H 4.5633 2.9689 -1.8567 0.22
H 4.2210 0.6812 -0.9634 0.21
H 2.8270 -1.2788 -0.8005 0.21
H 1.6847 -5.0523 -0.4120 0.23
H 1.3540 -7.4974 -0.1575 0.21
H -0.9339 -8.4316 -0.1382 0.21
H -2.8843 -6.9327 -0.3697 0.22
H -2.5384 -4.4829 -0.6246 0.24
C -2.9556 2.1921 2.0808 -0.95
As -1.6399 1.9795 0.6599 1.18
C -2.0927 3.4581 -0.4887 -0.96
C 0.0599 2.4772 1.4567 -0.26
C 0.5994 3.7556 1.4186 -0.22
C 1.8699 3.9884 1.9289 -0.20
C 2.5987 2.9472 2.4843 -0.18
C 2.0652 1.6657 2.5268 -0.21
C 0.8004 1.4253 2.0070 -0.39
As -0.0015 -0.3463 1.9099 1.21
C 1.4577 -1.5241 2.4135 -0.95
C -1.0375 -0.4769 3.5444 -0.94
H -3.3824 3.1929 2.0413 0.23
H -2.4868 2.0436 3.0507 0.23
H -3.7365 1.4471 1.9347 0.26
H -2.1657 4.3725 0.0995 0.22
H -3.0641 3.2353 -0.9281 0.26
H -1.3505 3.5568 -1.2761 0.27
H 0.0421 4.5702 0.9728 0.22
H 2.2953 4.9826 1.8843 0.22
H 3.5917 3.1294 2.8745 0.22
H 2.6517 0.8585 2.9480 0.22
H 2.2958 -1.4316 1.7282 0.24
H 1.0948 -2.5488 2.3780 0.26
H 1.7672 -1.2769 3.4286 0.23
H -0.4843 0.0060 4.3490 0.23
H -1.1716 -1.5358 3.7589 0.25
H -2.0196 -0.0357 3.4171 0.25
Cl -2.8658 -1.4177 1.0253 -0.43
O -3.8944 0.4819 -3.1715 -0.36
N -3.1203 0.1522 -2.3176 0.73
O -3.2179 0.5180 -1.1052 -0.47
O -2.1167 -0.5953 -2.5365 -0.45
```

***

No. 4
C25H28AsBCl2F6N8O4RbS2 | ωB97M-V/def2-TZVPD

The total charge is -2. The energy above the lowest of the compared OMol25 structures with the same formula, charge and spin is 0.000 eV. The HOMO energy (alpha / beta) comes out at -1.583 / -3.451 eV. As for the spin multiplicity: 2. The expectation value of S² is 0.753.

Structure (XYZ):
```
78
Properties=species:S:1:pos:R:3:mulliken_spin:R:1
Rb -0.1772 -1.2893 0.3801 -0.01
B 3.8497 -1.1042 -0.9275 0.00
N 3.5042 0.4144 -0.8331 0.00
C 4.3479 1.4575 -0.9269 0.00
C 3.6053 2.6226 -0.8785 0.00
C 2.2817 2.1673 -0.7512 0.02
N 2.2331 0.8401 -0.7276 0.00
N 3.7533 -1.7729 0.4700 0.00
C 4.7388 -2.2774 1.2308 0.00
C 4.1793 -2.8189 2.3696 0.00
C 2.8053 -2.5792 2.2114 0.00
N 2.5606 -1.9445 1.0713 0.00
H 5.0050 -1.1850 -1.3137 0.00
H 3.0613 -1.6299 -1.6826 0.00
H 5.4080 1.2927 -1.0283 0.00
H 3.9649 3.6372 -0.9193 0.00
H 1.3688 2.7382 -0.6667 -0.01
H 5.7620 -2.2291 0.8965 0.00
H 4.6815 -3.3220 3.1787 0.00
H 1.9877 -2.8548 2.8604 0.00
C -4.8847 1.0887 6.7777 0.00
C -4.3440 1.2082 5.3767 0.01
C -4.2595 2.4448 4.7494 0.00
C -3.7219 2.5626 3.4736 0.00
C -3.2666 1.4281 2.8203 0.01
C -3.3406 0.1820 3.4311 0.00
C -3.8844 0.0802 4.6993 0.00
S -2.4731 1.5864 1.2443 0.05
O -2.8790 2.8789 0.7234 0.01
O -2.8697 0.4198 0.4697 0.01
N -0.9311 1.4379 1.5479 0.15
C -0.2608 2.5505 1.9523 0.63
C -0.4947 3.0260 4.3518 0.08
O -0.4194 4.2004 4.3054 0.05
O -0.5896 1.9400 4.7775 0.04
H -5.5371 1.9276 7.0232 0.00
H -4.0677 1.0791 7.5030 0.00
H -5.4487 0.1640 6.9060 0.00
H -4.6148 3.3311 5.2642 0.00
H -3.6612 3.5200 2.9753 0.00
H -2.9786 -0.6978 2.9147 0.00
H -3.9455 -0.8925 5.1736 0.00
H -0.6495 3.5451 1.7540 -0.01
H 0.8032 2.4310 2.1168 -0.02
C 3.0099 -2.3812 -6.5250 0.00
N 2.6759 -1.3357 -5.5896 0.00
C 3.5566 -0.7543 -4.6853 0.00
C 2.8671 0.1626 -3.9911 0.00
N 1.5694 0.1306 -4.4710 0.00
C 1.4388 -0.7750 -5.4785 0.00
S 0.0790 -1.0801 -6.4120 0.00
C 0.5121 0.9163 -3.9114 0.00
C 0.1341 2.0919 -4.5358 0.00
C -0.8557 2.8524 -3.9340 0.00
C -1.3950 2.4091 -2.7366 0.00
C -0.9219 1.2204 -2.2011 0.03
N 0.0117 0.4716 -2.7773 0.00
H 3.7210 -2.0211 -7.2718 0.00
H 2.0906 -2.6820 -7.0223 0.00
H 3.4398 -3.2330 -5.9978 0.00
H 4.5702 -1.0934 -4.5745 0.00
H 3.1478 0.7886 -3.1639 0.00
H 0.5975 2.3714 -5.4719 0.00
H -1.1929 3.7755 -4.3884 0.00
H -2.1518 2.9653 -2.1995 0.00
H -1.3084 0.8924 -1.2457 -0.03
F -0.3647 -4.0536 0.4083 0.00
As -1.0879 -4.5450 1.9159 0.00
F 0.4327 -5.1413 2.4794 0.00
F -1.4695 -6.1065 1.2630 0.00
F -1.8113 -4.9478 3.4401 0.00
F -2.6148 -3.9304 1.3638 0.00
F -0.6832 -2.9458 2.5064 0.00
Cl -3.9977 -0.3710 -3.7087 0.00
C -3.7128 -1.0853 -2.0997 0.00
Cl -2.4201 -2.2924 -2.1279 0.00
H -4.6268 -1.5804 -1.7951 0.00
H -3.4421 -0.2982 -1.4054 0.00
```

***

No. 5
C25H28AsPtSSiTe | ωB97M-V/def2-TZVPD

The total charge is -1. The HOMO energy comes out at -3.209 eV.

Structure (XYZ):
```
58
Properties=species:S:1:pos:R:3:nbo_charge:R:1
Pt -0.7340 -1.4055 0.0816 -0.11
Te 2.0056 -1.4055 0.0816 -0.36
C 4.1170 -1.4127 0.0866 -0.43
C 4.9298 -2.0573 -0.8323 -0.33
C 6.2936 -1.8849 -0.5731 -0.25
C 6.5503 -1.1062 0.5475 -0.51
S 5.0822 -0.6310 1.2173 0.48
H 4.5507 -2.6349 -1.6646 0.22
H 7.0726 -2.3168 -1.1865 0.20
H 7.5313 -0.8506 0.9234 0.23
C 2.3430 2.7212 -3.0577 -0.22
C 2.2349 3.3356 -1.8135 -0.22
C 1.3222 2.8570 -0.8693 -0.23
C 0.5007 1.7507 -1.1527 -0.43
C 0.6257 1.1447 -2.4182 -0.21
C 1.5380 1.6271 -3.3607 -0.21
Si -0.7340 1.0722 0.0816 1.37
C -0.2824 1.7507 1.7680 -0.44
C -0.9383 2.8574 2.3375 -0.23
C -0.5770 3.3360 3.6000 -0.23
C 0.4461 2.7214 4.3159 -0.23
C 1.1107 1.6270 3.7706 -0.21
C 0.7507 1.1445 2.5092 -0.22
C -2.4203 1.7507 -0.3706 -0.43
C -2.5855 2.8572 -1.2235 -0.23
C -3.8596 3.3359 -1.5418 -0.23
C -4.9911 2.7214 -1.0134 -0.23
C -4.8511 1.6272 -0.1651 -0.22
C -3.5787 1.1446 0.1539 -0.22
H 3.0524 3.0958 -3.7902 0.20
H 2.8614 4.1908 -1.5732 0.20
H 1.2668 3.3674 0.0916 0.21
H 0.0076 0.2910 -2.6937 0.22
H 1.6173 1.1479 -4.3329 0.20
H -1.7425 3.3679 1.8089 0.21
H -1.0981 4.1914 4.0222 0.20
H 0.7258 3.0960 5.2966 0.20
H 1.9128 1.1475 4.3256 0.20
H 1.2981 0.2905 2.1119 0.25
H -1.7257 3.3676 -1.6558 0.22
H -3.9647 4.1911 -2.2043 0.20
H -5.9802 3.0960 -1.2616 0.20
H -5.7328 1.1478 0.2523 0.20
H -3.5083 0.2908 0.8268 0.22
C -0.4465 -5.9142 0.1588 -0.93
As -0.7340 -3.9636 0.0816 0.96
C -2.3795 -3.9760 1.1697 -0.96
C -1.6700 -3.9819 -1.6549 -0.97
H -1.3871 -6.4548 -0.0746 0.21
H -0.1052 -6.1937 1.1777 0.23
H 0.3335 -6.1977 -0.5773 0.23
H -3.0742 -4.7640 0.8127 0.20
H -2.8772 -2.9877 1.0913 0.25
H -2.1178 -4.1715 2.2297 0.22
H -2.4513 -4.7695 -1.6658 0.20
H -0.9384 -4.1806 -2.4646 0.22
H -2.1454 -2.9938 -1.8244 0.25
H -2.4518 -1.4055 0.0816 -0.13
```

***

No. 6
C25H28BaCl5O2 | ωB97M-V/def2-TZVPD

The total charge is -1. The energy above the lowest of the compared OMol25 structures with the same formula, charge and spin is 1.804 eV. The HOMO energy comes out at -3.947 eV.

Structure (XYZ):
```
61
Properties=species:S:1:pos:R:3:nbo_charge:R:1
O -2.9562 -1.6112 -3.0917 -0.58
C -4.1066 -2.4749 -2.6053 -0.07
C -4.4762 -3.0859 -3.9338 -0.49
H -4.8672 -1.8291 -2.1327 0.19
H -3.7467 -3.2537 -1.9145 0.19
C -3.2397 -2.2400 -4.3854 0.28
H -5.4615 -2.7575 -4.2923 0.21
H -4.3015 -4.1792 -3.9353 0.21
C -3.6309 -1.1849 -5.4054 -0.62
H -4.4535 -0.5837 -4.9996 0.22
H -4.0068 -1.6684 -6.3211 0.21
H -2.7328 -0.6006 -5.6626 0.22
C -2.0951 -3.1470 -4.8435 -0.63
H -1.8425 -3.8867 -4.0676 0.21
H -1.2257 -2.5285 -5.1167 0.22
H -2.4022 -3.7191 -5.7379 0.21
Ba 0.7870 1.0980 1.4393 1.78
C 3.6669 -0.3885 1.9220 -0.35
C 3.0175 -0.6211 3.1639 -0.35
C 1.9272 -1.5111 2.9295 -0.42
H 3.3462 -0.2481 4.1330 0.22
C 1.9027 -1.8039 1.5348 -0.44
C 3.0022 -1.1435 0.9181 -0.40
H 3.3360 -1.2612 -0.1157 0.21
H 4.5671 0.2111 1.7726 0.22
H 1.2947 -1.9654 3.6935 0.20
H 1.1993 -2.4846 1.0300 0.19
C 2.9998 3.3423 0.6927 -0.35
C 3.2996 2.2720 -0.1934 -0.36
C 2.2394 2.1642 -1.1354 -0.42
H 4.2223 1.6897 -0.1940 0.21
C 1.2767 3.1732 -0.8309 -0.43
C 1.7575 3.9021 0.2949 -0.40
H 1.3083 4.8079 0.7208 0.21
H 3.6465 3.7073 1.4878 0.22
H 2.2211 1.4929 -2.0055 0.20
H 0.3901 3.4111 -1.4238 0.20
O -1.2033 -0.2369 -0.3700 -0.60
C -0.4821 -1.1624 -1.3046 -0.08
C -1.1781 -2.5318 -1.1938 -0.44
H 0.6000 -1.2469 -1.0457 0.21
H -0.6036 -0.7033 -2.3032 0.20
C -2.5063 -2.1347 -0.5795 -0.44
H -0.6733 -3.2164 -0.5050 0.21
H -1.2930 -3.0289 -2.1601 0.22
C -2.2254 -1.0202 0.3897 -0.07
H -3.1463 -2.9229 -0.2085 0.20
H -2.9937 -1.4789 -1.2964 0.24
H -1.8574 -1.4649 1.3401 0.17
H -3.0949 -0.3722 0.5166 0.19
Cl 4.7749 2.3271 3.5929 0.00
C 3.3597 2.9249 4.3983 -0.09
C 2.1055 2.7140 3.8905 -0.37
C 0.9814 3.2783 4.4136 -0.09
Cl -0.5725 3.0794 3.5862 -0.09
C 1.0703 4.0622 5.6024 -0.11
Cl -0.3275 4.7921 6.2596 0.01
C 2.3456 4.2711 6.1897 -0.13
Cl 2.5035 5.2872 7.5617 0.02
C 3.5018 3.7010 5.5886 -0.09
Cl 5.0515 3.9892 6.2481 0.02
```